Entry 1:
18
Properties=species:S:1:pos:R:3:forces:R:3 method="wB97M-V/def2-TZVPD" smiles="C=CS/C=N/N(C)C" homo_lumo_gap_ha=0.3074 e_tot_ev=-19157.13234 e_homo_ev=-7.61 largest_force_ev_per_a=4.75
S 2.342 -1.217 -0.070 -1.9 1.8 0.1
N -0.202 0.041 -0.191 2.2 -3.0 1.1
N -1.571 0.035 -0.144 0.0 -2.8 0.4
C -2.194 1.290 0.105 2.6 3.4 2.0
C 0.552 -1.033 0.103 -2.3 -0.8 0.4
C 3.878 0.892 0.257 1.5 -0.4 -0.9
C 2.734 0.492 -0.374 1.1 0.4 -2.8
C -2.339 -1.300 -0.025 -0.5 -0.5 -1.2
H -1.689 2.183 -0.401 -0.4 -1.7 -0.3
H 0.243 -2.139 0.552 -0.1 3.0 -1.3
H -1.878 -2.061 -0.820 -0.8 1.8 1.6
H -2.145 1.850 1.185 -0.3 -2.2 -1.6
H 4.371 0.181 1.041 -1.3 1.4 -1.3
H 4.656 1.679 -0.132 -2.2 -1.1 0.8
H -3.496 -1.162 -0.362 2.9 0.0 1.0
H 2.201 0.909 -1.501 1.8 -0.8 4.0
H -3.173 1.244 -0.212 -2.2 0.0 -0.5
H -2.291 -1.884 0.989 -0.1 1.5 -1.6



Entry 2:
102
Properties=species:S:1:pos:R:3:forces:R:3 method="wB97M-V/def2-TZVPD" homo_lumo_gap_ha=0.2264 e_tot_ev=-126907.42759 charge=+2 e_homo_ev=-12.17 largest_force_ev_per_a=0.17
Ta -0.864 0.257 0.216 -0.1 0.1 -0.1
S -5.719 0.584 -0.026 0.0 0.0 0.0
S 0.753 -1.017 1.771 0.0 0.0 0.0
S -1.518 -1.886 -1.037 0.1 0.0 0.0
S -1.162 2.130 -4.134 0.0 0.0 0.0
P 2.174 -0.621 0.385 0.0 0.0 0.0
P 0.335 -1.723 -1.844 0.0 0.0 0.1
O 0.043 1.945 0.594 0.0 -0.1 0.0
O -1.978 -1.875 2.305 0.0 0.0 0.0
N -2.087 1.951 2.437 0.0 0.0 0.0
N -3.152 0.372 -0.014 0.0 0.0 0.0
N -4.257 -0.342 1.979 -0.1 0.0 0.1
N 0.848 2.245 -2.339 0.0 0.0 0.0
N -1.584 0.804 2.280 0.0 0.0 0.0
N -1.204 1.262 -1.668 0.0 0.0 0.1
C 2.342 -3.506 -2.489 0.0 0.0 0.0
C 1.316 -0.305 -5.512 0.0 0.0 0.0
C -1.159 -1.343 5.859 0.0 0.0 0.0
C -2.646 1.537 -3.486 0.0 0.0 0.0
C 3.129 0.840 0.782 0.0 0.0 0.0
C 1.053 -0.350 -0.957 0.0 0.0 0.0
C -0.520 4.149 -0.076 0.0 0.0 0.0
C 3.836 3.108 0.462 0.0 0.0 0.0
C -4.628 6.189 1.502 0.0 0.0 0.0
C 4.554 -1.671 -0.473 0.0 0.0 0.0
C 5.542 -2.636 -0.556 0.0 0.0 0.0
C 3.394 -1.929 0.261 0.0 0.0 0.0
C -2.878 4.011 1.505 0.0 0.0 0.0
C -1.473 -2.022 4.688 0.0 0.0 0.0
C -4.238 0.161 0.738 0.0 0.0 -0.1
C 4.231 -4.102 0.837 0.0 0.0 0.0
C -4.044 3.981 2.287 0.0 0.0 0.0
C -0.358 1.891 -2.577 0.0 0.0 0.0
C -4.863 1.052 -1.438 0.0 0.0 0.0
C -0.847 -1.349 -5.700 0.0 0.0 0.0
C -0.836 -1.629 -4.343 0.0 0.0 0.0
C -3.546 0.849 -1.273 0.0 0.0 0.0
C 0.226 -0.690 -6.283 0.0 0.0 0.0
C 5.382 -3.848 0.105 0.0 0.0 0.0
C 0.653 -4.339 -0.977 0.0 0.0 0.0
C -1.959 2.903 1.457 0.0 0.0 0.0
C 1.180 -3.304 -1.743 0.0 0.0 0.0
C 3.230 -3.145 0.912 0.0 0.0 0.0
C -1.923 -3.304 2.212 0.0 0.0 0.0
C -1.478 0.075 3.509 0.0 0.1 0.0
C -3.496 6.234 0.732 0.0 0.0 0.0
C -1.006 0.033 5.862 0.0 0.1 0.0
C -2.598 5.148 0.720 0.0 0.0 0.0
C 1.279 -5.577 -0.965 0.0 0.0 0.0
C 2.433 -5.775 -1.707 0.0 0.0 0.0
C 4.757 1.805 2.267 0.0 0.0 0.0
C -1.397 5.188 -0.046 0.0 0.0 0.0
C -2.493 1.172 -2.207 0.0 0.0 0.0
C 3.047 2.032 0.073 0.0 0.0 0.0
C 4.684 2.997 1.553 0.0 0.0 0.0
C -0.815 2.972 0.646 0.0 0.0 0.0
C -1.632 -1.311 3.513 0.0 0.0 0.0
C 0.259 -1.249 -3.571 0.0 0.0 0.0
C 3.986 0.725 1.881 0.0 0.0 0.0
C -4.898 5.056 2.288 0.0 0.0 0.0
C 2.969 -4.739 -2.463 0.0 0.0 0.0
C -1.159 0.742 4.682 0.0 0.0 0.0
C 1.335 -0.580 -4.155 0.0 0.0 0.0
H -4.257 3.109 2.892 0.0 0.0 0.0
H 0.858 -6.388 -0.387 0.0 0.0 0.0
H 0.389 4.168 -0.659 0.0 0.0 0.0
H 0.214 -0.474 -7.343 0.0 0.0 0.0
H 5.420 1.719 3.117 0.0 0.0 0.0
H 2.917 -6.743 -1.705 0.0 0.0 0.0
H -0.920 -3.654 2.457 0.0 0.0 0.0
H 4.114 -5.045 1.354 0.0 0.0 0.0
H 3.867 -4.899 -3.044 0.0 0.0 0.0
H -1.674 -2.142 -3.888 0.0 0.0 0.0
H -2.164 -3.545 1.181 0.0 0.0 0.0
H 2.332 -3.340 1.486 0.0 0.0 0.0
H 6.164 -4.595 0.055 0.0 0.0 0.0
H 2.185 -0.269 -3.558 0.0 0.0 0.0
H -2.655 -3.759 2.879 0.0 0.0 0.0
H -0.752 0.554 6.774 0.0 0.0 0.0
H -0.254 -4.182 -0.408 0.0 0.0 0.0
H -1.694 -1.648 -6.303 0.0 0.0 0.0
H -1.184 6.082 -0.619 0.0 0.0 0.0
H -1.591 -3.095 4.707 0.0 0.0 0.0
H -5.366 1.485 -2.284 0.0 0.0 0.0
H -5.789 5.034 2.901 0.0 0.0 0.0
H 6.445 -2.436 -1.116 0.0 0.0 0.0
H 1.351 0.461 -1.627 0.0 0.0 0.0
H -3.275 7.104 0.127 0.0 0.0 0.0
H 1.266 2.688 -3.153 0.0 0.0 0.0
H 5.295 3.839 1.850 0.0 0.0 0.0
H 2.368 2.134 -0.763 0.0 0.0 0.0
H -1.012 1.812 4.650 0.0 0.0 0.0
H -3.532 -1.004 2.224 0.0 0.0 0.0
H -3.562 1.552 -4.052 0.0 0.0 0.0
H -5.313 7.025 1.513 0.0 0.0 0.0
H 2.151 0.209 -5.970 0.0 0.0 0.0
H 2.749 -2.713 -3.104 0.0 0.0 0.0
H 4.697 -0.709 -0.953 0.0 0.0 0.0
H 4.055 -0.207 2.431 0.0 0.0 0.0
H 3.785 4.036 -0.091 0.0 0.0 0.0
H -5.156 -0.487 2.409 0.0 0.0 0.0
H -1.030 -1.904 6.774 0.0 0.0 0.0



Entry 3:
21
Properties=species:S:1:pos:R:3:forces:R:3 method="wB97M-V/def2-TZVPD" smiles="O=c1nc(-c2ccccc2)nc(S)[nH]1" homo_lumo_gap_ha=0.3389 e_tot_ev=-26800.07534 e_homo_ev=-9.53 largest_force_ev_per_a=3.37
S 0.470 0.968 4.150 0.1 0.3 0.6
O -3.733 -0.105 1.791 -0.2 0.3 0.6
N -1.889 -0.134 0.551 1.6 0.1 -0.5
N 0.146 0.389 1.656 0.0 -0.6 -1.1
N -1.850 0.405 2.868 2.6 0.2 0.9
C 0.137 -0.178 -0.742 0.6 0.0 0.5
C -2.533 0.071 1.738 -3.0 -1.2 -1.1
C -0.490 0.513 2.771 0.0 0.4 -0.8
C 0.348 -0.940 -3.014 -0.3 -0.2 0.3
C 2.213 0.134 -1.982 0.1 0.3 0.8
C 1.440 0.276 -0.814 1.5 0.5 -0.7
C 1.656 -0.469 -3.084 -0.4 -0.2 -0.4
C -0.594 0.004 0.522 -0.9 0.7 1.3
C -0.404 -0.814 -1.845 -0.4 -0.4 -0.8
H -1.413 -1.220 -1.798 0.2 0.2 0.0
H 1.913 0.804 0.006 -0.3 -0.2 0.1
H -0.071 -1.436 -3.883 -0.1 0.1 0.1
H 1.492 1.389 3.369 -0.3 -0.3 0.2
H 2.203 -0.572 -4.018 0.0 0.0 0.2
H 3.247 0.502 -2.016 -0.5 -0.1 0.1
H -2.286 0.414 3.776 -0.4 0.1 -0.2



Entry 4:
83
Properties=species:S:1:pos:R:3:forces:R:3 method="wB97M-V/def2-TZVPD" smiles="COC[C@H](C)N.COC[C@H](C)N.COC[C@H](C)N.NC(N)=O.NC(N)=O.NC(N)=O.NC(N)=O" homo_lumo_gap_ha=0.3221 e_tot_ev=-48112.83694 e_homo_ev=-8.68 largest_force_ev_per_a=3.22
O 9.346 7.829 12.491 -0.2 0.5 0.4
O 4.872 9.066 15.549 -0.5 0.5 -0.2
O 6.714 5.690 18.336 -0.5 0.6 -0.1
O 2.753 13.195 13.566 0.2 0.4 -0.9
O 2.155 5.717 13.015 -0.8 0.6 0.3
O 8.491 10.457 16.464 -1.1 0.4 -0.4
O 4.660 17.933 17.171 -0.1 0.1 -0.6
N 4.202 13.491 11.836 0.5 0.9 0.0
N 5.173 11.288 15.730 -0.1 0.1 0.1
N 5.757 15.564 18.188 0.2 0.6 -0.7
N 7.188 9.376 13.497 0.7 0.4 -1.0
N 5.076 6.560 16.986 -0.3 0.5 0.4
N 8.910 12.672 16.833 -1.1 -0.9 -1.0
N 1.345 8.388 14.244 0.2 0.1 -1.1
N 8.180 12.017 14.777 -0.7 -0.5 0.3
N 3.481 10.469 14.403 0.3 0.1 -0.1
N 2.287 12.259 11.554 -0.2 0.3 0.8
N 6.953 7.798 17.524 -0.7 -0.4 0.6
C 8.180 8.013 11.729 -0.9 0.2 -0.7
C 3.563 18.787 17.322 -0.9 0.7 0.8
C 4.490 10.216 15.244 0.7 -0.6 0.3
C 2.916 4.774 12.306 -0.2 -0.2 0.0
C 1.939 7.218 14.935 -2.8 0.7 1.5
C 6.240 6.652 17.730 1.1 -1.3 -1.1
C 3.044 13.048 12.371 0.1 -1.2 0.5
C 4.290 16.709 16.561 0.2 -0.3 0.0
C 5.150 14.314 16.218 -0.8 1.1 -0.6
C 5.668 8.377 11.899 -0.5 -1.2 0.1
C 5.429 15.726 16.748 0.7 -1.1 0.6
C 0.768 6.492 15.670 0.9 -1.1 -0.2
C 10.513 7.968 11.752 1.1 -0.5 -1.0
C 2.814 6.344 14.103 0.9 -0.9 -0.4
C 8.431 11.614 16.062 2.7 0.2 0.5
C 6.977 8.203 12.647 0.4 0.8 0.4
H 6.085 16.479 18.485 -0.1 -0.1 0.3
H 0.191 5.864 14.989 -0.2 0.2 -0.1
H 4.931 12.256 15.580 -0.1 -0.5 -0.2
H 5.594 9.180 11.167 0.5 0.1 0.0
H 4.894 5.634 16.642 -0.1 0.0 0.2
H 0.620 8.807 14.815 0.4 0.1 0.5
H 3.540 4.132 12.938 0.1 0.3 0.2
H 8.257 8.851 11.023 0.2 0.4 0.4
H 11.421 7.816 12.338 -0.4 -0.3 0.5
H 7.886 7.768 17.893 -0.1 0.6 0.1
H 6.324 16.081 16.230 0.0 0.3 0.2
H 3.419 16.276 17.070 -0.2 0.1 0.0
H 7.955 7.185 11.042 0.3 -0.5 0.3
H 4.894 7.335 16.355 0.0 -0.3 0.0
H 0.794 8.128 13.429 0.4 -0.5 -0.1
H 10.529 7.206 10.959 0.1 0.1 -0.1
H 8.798 13.560 16.395 0.3 0.6 0.7
H 4.917 14.368 15.151 -0.2 0.0 -0.1
H 1.564 11.778 12.063 -0.2 -0.1 -0.5
H 4.257 13.943 16.724 0.1 -0.4 0.0
H 2.781 18.306 17.923 0.0 -0.1 0.0
H 2.440 12.125 10.576 0.0 0.0 -0.1
H 3.530 5.269 11.551 0.1 -0.1 0.0
H 2.488 7.636 15.781 0.7 0.0 -0.4
H 8.472 12.930 14.507 0.0 0.2 -0.3
H 3.199 5.517 14.712 0.1 0.3 0.4
H 4.051 16.847 15.502 -0.1 0.1 -0.1
H 4.753 14.122 12.390 0.0 -0.1 0.0
H 6.983 7.323 13.305 -0.5 -0.3 -0.3
H 0.119 7.178 16.211 0.0 0.2 -0.2
H 8.051 9.211 14.002 -0.3 0.2 0.6
H 6.383 9.559 14.084 0.4 -0.5 0.4
H 4.594 13.183 10.968 -0.2 -0.1 -0.1
H 1.177 5.808 16.422 0.0 0.0 0.0
H 4.853 8.535 12.607 0.1 0.1 0.2
H 6.021 11.078 16.229 -0.1 0.0 0.1
H 3.847 19.696 17.854 0.4 -0.2 0.1
H 2.196 4.100 11.842 0.1 0.1 -0.3
H 10.710 8.939 11.276 -0.8 0.2 0.1
H 5.994 13.639 16.310 0.2 0.2 0.5
H 3.380 11.430 14.105 -0.5 -0.2 -0.1
H 3.049 19.177 16.435 0.4 -0.5 -0.5
H 7.910 11.337 14.078 -0.1 0.0 -0.1
H 4.882 15.405 18.680 0.1 -0.1 0.1
H 5.421 7.424 11.419 0.0 0.1 -0.3
H 9.338 12.498 17.720 -0.1 0.2 0.1
H 6.460 8.611 17.198 0.5 0.2 -0.2
H 3.688 6.897 13.748 0.0 0.2 -0.1
H 2.959 9.688 14.007 -0.2 0.3 0.3



Entry 5:
93
Properties=species:S:1:pos:R:3:forces:R:3 method="wB97M-V/def2-TZVPD" homo_lumo_gap_ha=0.1331 e_tot_ev=-58878.14570 charge=+1 e_homo_ev=-8.06 largest_force_ev_per_a=3.48
O -0.148 0.179 -1.607 1.1 2.7 0.8
N -0.345 -3.473 -1.836 0.5 -1.1 0.1
N 1.440 -2.226 -1.611 0.3 -0.6 0.1
N 0.740 -4.272 -2.134 1.8 0.6 0.6
N -2.747 4.620 2.034 0.4 -1.3 0.3
N 1.861 0.628 4.085 -0.7 -0.5 -2.3
C -1.560 6.713 -0.790 -0.5 -0.3 0.4
C -1.194 4.197 0.425 -0.3 0.3 0.1
C -2.409 6.350 0.270 0.4 0.0 -0.8
C 4.792 -5.740 -2.624 0.0 0.4 0.3
C 1.615 1.951 6.154 -0.6 0.8 0.1
C -4.965 -1.353 -2.072 0.1 0.0 0.2
C 0.457 1.742 2.675 -0.3 0.0 -0.2
C 2.529 -0.301 -0.702 0.7 0.4 -0.1
C 2.727 -0.779 -3.082 0.2 0.4 0.2
C 1.333 1.677 4.824 -0.2 0.4 -0.1
C -0.327 4.604 -0.588 0.1 0.3 -0.4
C -2.190 -1.091 -1.748 -0.9 0.2 0.1
C -4.455 -0.603 -0.999 0.3 0.1 -0.2
C 1.804 -3.528 -1.960 -1.4 -0.5 -0.2
C 2.803 -0.343 4.598 0.4 -0.5 0.3
C 5.796 -5.068 -1.904 -0.3 0.1 0.1
C 0.238 3.941 5.885 0.2 -0.3 -0.5
C 3.180 -4.031 -1.957 1.0 -0.6 0.0
C 3.862 1.126 -2.106 0.0 0.1 0.0
C -1.560 -4.175 -1.741 -0.1 -0.8 0.5
C -0.653 1.173 -2.541 0.6 -1.2 0.3
C -1.798 -5.202 -2.672 -0.5 0.5 0.0
C 3.377 0.794 -0.834 -0.3 -0.2 -0.2
C -2.200 5.105 0.847 0.7 -0.2 0.2
C 3.493 -5.227 -2.648 0.0 0.5 0.1
C 1.024 3.107 6.692 0.2 -0.5 -0.1
C -2.724 -1.738 -2.877 0.0 -0.1 0.0
C -3.648 -4.611 -0.635 0.1 -0.2 -0.2
C 0.049 -2.191 -1.542 -1.5 3.0 -1.0
C -2.140 3.444 2.366 0.7 0.7 -0.7
C -0.742 -1.028 -1.513 0.2 -3.2 -0.9
C 3.518 0.367 -3.232 -0.1 -0.2 0.3
C -3.058 -5.805 -2.684 0.2 0.2 0.5
C -3.779 5.296 2.798 -0.5 0.2 0.1
C -1.156 3.106 1.402 -1.0 0.9 0.3
C 0.490 2.448 3.978 0.5 -0.4 0.6
C -0.232 2.038 1.480 0.6 0.2 1.2
C -0.526 5.852 -1.202 -0.1 -0.4 0.3
C 2.273 -1.090 -1.808 -0.6 -0.1 -0.1
C 0.010 3.634 4.525 -0.2 0.5 0.7
C -4.100 -1.912 -3.025 -0.2 0.3 0.4
C -3.980 -5.491 -1.675 -0.1 0.1 0.0
C 5.496 -3.906 -1.176 -0.3 -0.3 -0.3
C 4.190 -3.407 -1.190 -0.2 -0.1 -0.3
C -2.410 -3.979 -0.645 0.1 0.2 -0.6
C 1.348 0.646 2.825 0.3 0.4 1.4
C -3.074 -0.458 -0.848 0.1 -0.5 -0.4
H 3.953 -2.512 -0.613 0.1 -0.3 -0.2
H -2.045 -2.145 -3.641 -0.3 0.1 0.5
H -1.017 -5.493 -3.376 -0.4 0.3 0.1
H 2.697 -5.726 -3.208 0.3 0.1 0.2
H 2.071 -0.582 0.244 0.2 0.0 -0.2
H 4.507 1.996 -2.219 -0.1 -0.2 0.0
H -5.113 -0.118 -0.271 0.1 -0.3 -0.4
H 2.393 -1.358 4.547 0.0 0.3 0.0
H -6.044 -1.497 -2.154 0.3 0.0 0.0
H 0.021 1.479 0.579 0.2 0.1 -0.1
H -3.312 -6.521 -3.470 0.1 0.2 0.4
H 5.028 -6.662 -3.168 -0.1 0.4 0.2
H 3.630 1.369 0.057 0.0 0.1 -0.3
H -2.072 -3.315 0.150 -0.3 0.0 -0.2
H -4.968 -5.949 -1.681 0.2 0.1 0.0
H 6.812 -5.457 -1.898 -0.2 0.1 0.0
H 6.271 -3.387 -0.596 -0.4 -0.3 -0.3
H 1.194 3.345 7.747 -0.1 0.0 -0.5
H -1.618 1.552 -2.218 -0.2 0.0 -0.1
H -3.449 5.564 3.812 0.1 -0.1 -0.4
H 2.242 1.284 6.741 -0.2 0.4 0.0
H -4.342 -4.409 0.185 0.2 -0.2 -0.3
H 3.853 0.655 -4.229 0.0 0.0 0.3
H -4.510 -2.489 -3.862 0.2 0.3 0.3
H 1.639 -0.080 2.079 -0.1 0.0 0.2
H 2.448 -1.411 -3.930 0.1 0.2 0.3
H -2.360 2.913 3.285 -0.2 0.1 -0.2
H 3.756 -0.317 4.053 -0.3 0.1 0.1
H -2.634 0.102 -0.013 -0.3 -0.2 -0.2
H -0.200 4.838 6.330 0.2 -0.3 -0.3
H -1.713 7.670 -1.298 0.1 -0.4 0.2
H -0.528 4.352 3.915 0.0 -0.2 0.2
H -4.674 4.669 2.879 0.2 0.1 -0.1
H -0.701 0.698 -3.528 -0.2 0.3 0.0
H -3.213 6.994 0.616 0.3 0.1 -0.2
H 0.074 1.990 -2.548 0.0 -0.3 0.0
H 2.997 -0.100 5.646 0.1 -0.2 -0.4
H -4.042 6.218 2.263 0.0 -0.4 0.3
H 0.519 3.960 -0.849 -0.3 0.3 -0.1
H 0.125 6.173 -2.013 -0.1 -0.1 0.2



Entry 6:
22
Properties=species:S:1:pos:R:3:forces:R:3 method="wB97M-V/def2-TZVPD" smiles=CCCSCSC.O homo_lumo_gap_ha=0.3362 e_tot_ev=-29129.47031 e_homo_ev=-8.54 largest_force_ev_per_a=2.57
S -0.676 -2.853 -2.815 -0.6 -0.3 -1.0
S -2.563 -4.581 -0.986 0.2 -0.4 -0.1
O -1.181 2.286 2.153 -1.2 0.3 0.2
C 0.098 -1.917 -1.514 -1.2 -0.3 1.5
C -2.379 -3.210 -2.164 0.5 0.1 -0.8
C 0.000 0.000 0.000 1.1 2.1 1.0
C -0.643 -0.605 -1.157 -0.7 -1.7 -1.2
C -1.555 -5.911 -1.764 0.5 0.4 0.0
H -0.053 -2.594 -0.651 0.5 0.4 0.0
H -0.591 0.896 0.254 0.6 -0.2 0.3
H -0.707 0.044 -2.052 0.1 -0.1 0.5
H 1.008 0.321 -0.313 -0.2 0.1 0.5
H -1.562 3.042 2.654 0.4 -0.8 -0.5
H -1.676 -0.808 -0.815 0.3 -0.3 -0.7
H 0.094 -0.627 0.903 -0.2 0.0 -0.5
H -0.573 -5.442 -1.943 -0.3 -0.4 0.0
H -1.921 -6.334 -2.714 -0.2 0.4 0.4
H -2.818 -2.285 -1.744 0.2 -0.7 -0.1
H -1.962 1.817 1.781 0.8 0.5 0.5
H -2.936 -3.457 -3.089 0.3 0.2 0.4
H -1.425 -6.732 -1.039 -0.2 0.5 -0.2
H 1.189 -1.792 -1.657 -0.7 0.0 -0.3



Entry 7:
34
Properties=species:S:1:pos:R:3:forces:R:3 method="wB97M-V/def2-TZVPD" homo_lumo_gap_ha=0.3166 e_tot_ev=-154854.82381 charge=+1 e_homo_ev=-11.58 largest_force_ev_per_a=0.18
I 1.065 0.579 -2.780 -0.1 0.1 0.1
Br 4.130 -0.948 -3.514 0.0 0.0 0.0
Cu 0.252 0.252 -0.447 0.0 0.1 0.0
S 0.982 -3.008 2.762 0.0 0.0 0.1
N -0.961 1.335 3.261 0.0 0.0 -0.1
N -0.558 1.294 1.081 0.0 0.0 0.1
N 0.477 -1.221 1.033 0.0 0.0 0.0
C -0.478 0.632 2.214 0.0 0.0 0.0
C 0.284 -1.548 3.307 0.0 0.0 -0.1
C -1.132 2.518 1.395 0.0 0.0 -0.1
C 2.542 -1.951 -3.655 0.0 0.0 0.0
C 0.148 -2.193 -3.481 0.0 0.1 0.0
C 2.636 -3.278 -4.063 0.0 0.1 0.0
C -2.029 4.697 1.183 0.0 0.0 0.0
C -2.284 4.725 2.565 0.0 0.0 0.0
C 1.496 -4.053 -4.175 0.0 0.0 0.0
C -1.392 2.559 2.767 0.0 0.0 0.1
C 0.083 -0.714 2.252 0.0 0.0 0.0
C 0.967 -2.420 1.169 0.0 0.0 -0.1
C -1.454 3.600 0.579 0.0 0.0 0.0
C -1.973 3.660 3.385 0.0 0.0 0.0
C 1.294 -1.415 -3.366 0.0 -0.2 0.0
C 0.250 -3.514 -3.883 0.0 0.0 0.0
H 1.583 -5.081 -4.498 0.0 0.0 0.0
H -2.737 5.607 2.996 0.0 0.0 0.0
H 3.608 -3.690 -4.293 0.0 0.0 0.0
H 0.068 -1.387 4.349 0.0 0.0 0.0
H -1.010 1.025 4.216 0.0 0.0 0.0
H -0.643 -4.116 -3.978 0.0 0.0 0.0
H 1.336 -3.003 0.339 0.0 0.0 0.0
H -2.174 3.686 4.446 0.0 0.0 0.0
H -2.294 5.557 0.585 0.0 0.0 0.0
H -1.260 3.575 -0.485 0.0 0.0 0.0
H -0.821 -1.762 -3.269 0.0 0.0 0.0



Repeat the sixth record exactly.
22
Properties=species:S:1:pos:R:3:forces:R:3 method="wB97M-V/def2-TZVPD" smiles=CCCSCSC.O homo_lumo_gap_ha=0.3362 e_tot_ev=-29129.47031 e_homo_ev=-8.54 largest_force_ev_per_a=2.57
S -0.676 -2.853 -2.815 -0.6 -0.3 -1.0
S -2.563 -4.581 -0.986 0.2 -0.4 -0.1
O -1.181 2.286 2.153 -1.2 0.3 0.2
C 0.098 -1.917 -1.514 -1.2 -0.3 1.5
C -2.379 -3.210 -2.164 0.5 0.1 -0.8
C 0.000 0.000 0.000 1.1 2.1 1.0
C -0.643 -0.605 -1.157 -0.7 -1.7 -1.2
C -1.555 -5.911 -1.764 0.5 0.4 0.0
H -0.053 -2.594 -0.651 0.5 0.4 0.0
H -0.591 0.896 0.254 0.6 -0.2 0.3
H -0.707 0.044 -2.052 0.1 -0.1 0.5
H 1.008 0.321 -0.313 -0.2 0.1 0.5
H -1.562 3.042 2.654 0.4 -0.8 -0.5
H -1.676 -0.808 -0.815 0.3 -0.3 -0.7
H 0.094 -0.627 0.903 -0.2 0.0 -0.5
H -0.573 -5.442 -1.943 -0.3 -0.4 0.0
H -1.921 -6.334 -2.714 -0.2 0.4 0.4
H -2.818 -2.285 -1.744 0.2 -0.7 -0.1
H -1.962 1.817 1.781 0.8 0.5 0.5
H -2.936 -3.457 -3.089 0.3 0.2 0.4
H -1.425 -6.732 -1.039 -0.2 0.5 -0.2
H 1.189 -1.792 -1.657 -0.7 0.0 -0.3